C14H52B5F8N4O6V | ωB97M-V with the def2-TZVPD basis set

Last column: Löwdin charge in e.
Atoms and positions in Å:
O (-0.78, 3.30, -0.15)  -0.34
V (-0.38, 2.24, -1.33)  0.80
O (1.11, 2.59, -1.84)  -0.30
B (1.15, 1.50, 4.41)  -0.37
H (1.57, 1.14, 3.41)  -0.03
H (0.31, 0.80, 4.72)  -0.03
H (1.98, 1.63, 5.18)  -0.02
H (0.61, 2.51, 4.29)  -0.02
B (-0.51, 0.54, 0.31)  -0.39
H (0.21, 0.68, -0.52)  -0.03
H (-0.12, 1.00, 1.28)  0.02
H (-1.43, 1.03, -0.06)  -0.01
H (-0.67, -0.57, 0.44)  0.02
B (-2.22, 2.61, -2.74)  -0.36
H (-3.10, 2.72, -3.45)  0.03
H (-1.27, 3.01, -3.14)  0.01
H (-2.41, 3.08, -1.75)  -0.03
H (-2.05, 1.57, -2.38)  -0.05
C (2.35, 3.40, 1.21)  0.02
C (3.04, 4.15, 2.30)  -0.38
O (4.09, 4.71, 2.15)  0.16
N (2.37, 4.06, 3.64)  0.05
H (1.49, 4.58, 3.62)  0.18
H (2.01, 3.10, 3.83)  0.02
C (3.28, 4.35, 4.82)  0.02
H (1.95, 4.12, 0.49)  0.11
H (1.58, 2.69, 1.51)  0.07
H (3.05, 2.89, 0.55)  0.10
H (3.80, 5.29, 4.88)  0.10
H (3.84, 3.43, 5.00)  0.10
H (2.46, 4.30, 5.55)  0.10
C (-2.32, -0.33, 2.98)  0.05
C (-1.31, -1.44, 3.07)  -0.39
O (-1.53, -2.59, 3.17)  0.19
N (0.11, -0.94, 2.84)  0.04
H (0.10, -0.53, 1.90)  0.07
H (0.16, -0.17, 3.52)  0.05
C (1.18, -1.99, 2.92)  0.03
H (-3.28, -0.69, 3.34)  0.10
H (-2.35, -0.03, 1.93)  0.07
H (-2.00, 0.58, 3.47)  0.10
H (1.02, -2.66, 2.07)  0.07
H (0.92, -2.58, 3.79)  0.11
H (2.12, -1.44, 2.96)  0.10
C (2.51, -3.64, -1.74)  -0.01
C (2.22, -2.35, -0.98)  -0.29
C (3.36, -1.34, -0.83)  -0.18
O (3.07, -0.35, 0.14)  -0.19
C (4.24, 0.17, 0.79)  -0.08
N (0.91, -1.75, -1.48)  0.24
H (0.78, -0.93, -0.87)  0.09
H (0.84, -1.43, -2.45)  0.13
H (0.17, -2.42, -1.25)  0.09
H (3.51, -3.98, -1.46)  0.09
H (2.54, -3.42, -2.80)  0.10
H (1.75, -4.34, -1.40)  0.08
H (2.01, -2.63, 0.05)  0.13
H (3.47, -0.79, -1.77)  0.14
H (4.27, -1.92, -0.71)  0.13
H (4.84, 0.75, 0.09)  0.10
H (4.81, -0.64, 1.23)  0.09
H (3.89, 0.77, 1.63)  0.07
C (-4.27, -0.08, -0.97)  -0.03
C (-3.70, -0.61, -2.25)  -0.31
C (-4.24, -2.04, -2.60)  -0.17
O (-3.83, -2.39, -3.89)  -0.20
C (-2.44, -2.69, -4.05)  -0.04
N (-4.09, 0.29, -3.43)  0.23
H (-3.69, -0.19, -4.24)  0.15
H (-5.09, 0.43, -3.42)  0.17
H (-3.59, 1.15, -3.16)  0.05
H (-5.35, 0.09, -0.95)  0.09
H (-3.93, 0.95, -0.83)  0.09
H (-3.91, -0.75, -0.19)  0.10
H (-2.61, -0.58, -2.26)  0.14
H (-5.33, -2.02, -2.64)  0.13
H (-3.89, -2.74, -1.83)  0.14
H (-2.40, -3.54, -4.74)  0.10
H (-2.00, -2.94, -3.09)  0.09
H (-1.96, -1.80, -4.48)  0.07
B (0.22, 0.18, -4.25)  -1.23
F (-0.94, 0.68, -4.86)  0.11
F (0.14, 0.55, -2.90)  0.06
F (0.37, -1.20, -4.25)  0.13
F (1.38, 0.75, -4.87)  0.09
B (-0.84, -3.81, -0.03)  -1.27
F (-0.34, -4.10, -1.30)  0.11
F (-1.91, -4.62, 0.36)  0.13
F (0.15, -3.87, 0.95)  0.12
F (-1.25, -2.46, -0.18)  0.08

The value obtained for the HOMO-LUMO gap is 0.3507 hartree. For the HOMO energy, the calculation gives -9.7 eV.